Record 1
Molecular formula: C44H106N6O16S4
Method: DFT, ωB97M-V with the def2-TZVPD basis set

Geometry as XYZ:
```
176
Properties=species:S:1:pos:R:3
O -1.665 0.227 1.054
S -0.707 -0.521 0.337
O 0.378 0.160 -0.273
O -0.126 -1.702 1.247
C -0.792 -2.935 0.937
C -1.030 -2.843 -0.546
O -1.452 -1.478 -0.709
H -0.109 -3.730 1.239
H -1.713 -3.009 1.516
H -1.860 -3.468 -0.869
H -0.126 -3.039 -1.126
O -3.032 -1.645 3.466
S -2.693 -2.600 4.441
O -2.953 -2.379 5.808
O -3.291 -4.013 3.970
C -2.263 -4.949 3.677
C -0.985 -4.397 4.277
O -1.158 -2.991 4.226
H -2.471 -5.961 4.022
H -2.170 -5.014 2.590
H -0.120 -4.697 3.684
H -0.773 -4.729 5.297
O -2.301 1.498 -5.650
S -1.742 0.227 -5.923
O -1.008 0.010 -7.106
O -0.858 -0.193 -4.667
C -1.651 -0.879 -3.694
C -2.963 -1.299 -4.377
O -2.815 -0.914 -5.763
H -1.057 -1.730 -3.373
H -1.855 -0.221 -2.857
H -3.810 -0.772 -3.946
H -3.129 -2.371 -4.396
O -4.459 -1.474 -1.428
S -4.883 -1.905 -0.150
O -4.184 -2.946 0.491
O -5.003 -0.654 0.817
C -6.296 -0.092 0.713
C -7.244 -1.203 0.281
O -6.415 -2.282 -0.171
H -6.618 0.338 1.663
H -6.312 0.773 0.044
H -7.980 -0.860 -0.447
H -7.842 -1.626 1.090
C -2.574 6.282 4.507
C -3.311 5.181 3.756
N -2.551 4.631 2.652
C -3.122 3.359 2.183
C -2.818 2.226 3.147
C -2.416 5.571 1.544
C -3.687 6.141 0.901
H -3.163 6.607 5.365
H -2.347 7.146 3.878
H -1.602 5.934 4.864
H -3.567 4.427 4.502
H -4.308 5.553 3.466
H -4.197 3.431 1.950
H -2.614 3.173 1.232
H -1.741 2.106 3.214
H -3.228 2.509 4.119
H -3.267 1.266 2.897
H -1.884 5.076 0.725
H -1.730 6.387 1.791
H -3.440 7.002 0.282
H -4.418 6.475 1.639
H -4.193 5.402 0.276
C 6.363 -1.496 1.289
C 5.116 -1.155 0.463
N 4.542 -2.290 -0.219
C 3.481 -1.906 -1.147
C 3.398 -2.878 -2.304
C 4.111 -3.357 0.690
C 3.225 -2.899 1.843
H 6.138 -2.185 2.102
H 6.658 -0.554 1.758
H 7.164 -1.864 0.652
H 4.414 -0.607 1.118
H 5.413 -0.405 -0.276
H 2.478 -1.751 -0.719
H 3.760 -0.941 -1.580
H 2.962 -3.841 -2.008
H 2.637 -2.518 -3.009
H 4.334 -3.072 -2.819
H 5.028 -3.849 1.025
H 3.613 -4.144 0.117
H 2.768 -3.773 2.315
H 2.394 -2.244 1.576
H 3.860 -2.367 2.552
C 5.547 0.541 -5.239
C 4.362 0.168 -4.360
N 3.126 0.848 -4.725
C 2.603 0.384 -5.992
C 2.035 1.525 -6.836
C 2.157 0.851 -3.656
C 2.438 1.861 -2.544
H 5.621 1.630 -5.305
H 5.480 0.149 -6.251
H 6.483 0.239 -4.765
H 4.179 -0.922 -4.389
H 4.613 0.394 -3.321
H 3.362 -0.125 -6.587
H 1.798 -0.359 -5.857
H 1.804 1.299 -7.873
H 1.157 1.944 -6.335
H 2.759 2.346 -6.794
H 1.931 -0.134 -3.206
H 1.205 1.161 -4.094
H 3.159 1.529 -1.798
H 1.474 2.092 -2.085
H 2.795 2.806 -2.960
C 2.902 -7.095 2.238
C 1.514 -7.720 2.146
N 0.683 -7.096 1.118
C 1.316 -7.092 -0.191
C 1.735 -8.469 -0.736
C -0.678 -7.631 1.107
C -1.642 -6.758 0.339
H 2.818 -6.023 2.029
H 3.601 -7.496 1.507
H 3.278 -7.124 3.259
H 1.555 -8.817 2.096
H 0.994 -7.481 3.082
H 2.198 -6.447 -0.189
H 0.667 -6.631 -0.938
H 1.910 -8.458 -1.810
H 0.995 -9.237 -0.505
H 2.660 -8.782 -0.247
H -0.721 -8.682 0.776
H -0.955 -7.706 2.167
H -1.444 -6.790 -0.732
H -2.658 -7.109 0.521
H -1.519 -5.717 0.639
C 0.656 3.179 1.665
C 1.964 3.103 2.447
N 1.844 2.738 3.854
C 1.208 3.713 4.728
C 2.005 5.001 4.841
C 1.333 1.402 4.119
C 1.963 0.340 3.225
H -0.084 3.739 2.241
H 0.247 2.199 1.412
H 0.813 3.717 0.727
H 2.628 2.359 2.003
H 2.499 4.049 2.385
H 0.189 3.947 4.368
H 1.097 3.271 5.718
H 1.431 5.808 5.303
H 2.891 4.817 5.451
H 2.325 5.395 3.878
H 0.232 1.363 4.047
H 1.570 1.138 5.155
H 1.787 -0.671 3.594
H 3.032 0.553 3.181
H 1.545 0.365 2.217
C -3.049 6.850 -2.697
C -2.674 5.368 -2.699
N -1.456 5.095 -1.955
C -0.252 5.658 -2.558
C 0.763 6.108 -1.538
C -1.314 3.691 -1.599
C -1.386 2.676 -2.731
H -2.690 7.347 -1.797
H -4.125 6.955 -2.824
H -2.551 7.362 -3.525
H -3.482 4.835 -2.190
H -2.611 5.022 -3.743
H 0.209 4.929 -3.248
H -0.551 6.469 -3.225
H 0.966 5.285 -0.845
H 1.707 6.392 -2.003
H 0.405 6.908 -0.888
H -2.065 3.440 -0.841
H -0.363 3.554 -1.080
H -0.634 2.846 -3.507
H -2.345 2.587 -3.237
H -1.114 1.726 -2.258
```

HOMO level = -7.61 eV
Energy above the lowest of the compared OMol25 structures with the same formula, charge and spin = 0.0 kcal/mol
Charge = 0
Frontier orbital gap = 0.283 Ha
DFT total energy = -4865.02362 a.u.

=====

Record 2
Molecular formula: C44H107BNO3P2
Method: DFT, ωB97M-V with the def2-TZVPD basis set

Geometry as XYZ:
```
158
Properties=species:S:1:pos:R:3
C 8.718 -0.295 1.848
O 8.146 0.583 0.902
C 8.899 0.748 -0.285
C 7.993 1.016 -1.500
C 6.522 1.252 -1.154
C 5.812 1.882 -2.353
C 4.317 2.099 -2.126
C 3.957 3.522 -1.676
C 3.631 3.636 -0.184
C 2.129 3.513 0.146
C 1.862 2.469 1.228
C 0.408 1.975 1.228
C 0.204 0.861 0.214
P -1.646 0.454 -0.205
P -1.879 2.333 -1.480
O -3.335 2.741 -1.500
B -1.047 -0.680 -1.699
O -1.295 -0.455 -3.081
N -0.278 -1.933 -1.379
C -1.071 -3.086 -1.816
C 0.998 -1.908 -2.109
H 7.913 -0.662 2.475
H 9.213 -1.142 1.380
H 9.411 0.243 2.497
H 9.579 1.595 -0.156
H 9.541 -0.113 -0.459
H 8.068 0.183 -2.189
H 8.355 1.911 -1.998
H 6.068 0.286 -0.967
H 6.422 1.881 -0.280
H 5.942 1.187 -3.180
H 6.329 2.807 -2.593
H 3.914 1.363 -1.438
H 3.822 1.926 -3.076
H 3.081 3.842 -2.234
H 4.739 4.227 -1.937
H 3.965 4.616 0.150
H 4.198 2.917 0.400
H 1.546 3.315 -0.749
H 1.797 4.477 0.521
H 2.124 2.883 2.200
H 2.483 1.606 1.010
H 0.194 1.572 2.215
H -0.285 2.800 1.074
H 0.614 -0.057 0.628
H 0.745 1.063 -0.720
H -2.123 1.278 0.927
H -3.055 0.164 -0.573
H -1.622 -0.723 0.688
H -1.318 2.255 -2.789
H -1.165 3.417 -0.880
H -2.196 -0.743 -3.302
H -2.070 -3.021 -1.390
H -1.195 -3.115 -2.905
H -0.598 -4.013 -1.504
H 0.913 -2.299 -3.126
H 1.346 -0.880 -2.202
H 1.764 -2.480 -1.590
C -3.636 4.543 1.400
C -3.311 4.496 2.890
C -3.746 3.184 3.538
C -5.249 2.911 3.505
C -6.120 3.976 4.168
C -5.843 4.148 5.659
H -4.709 4.498 1.209
H -3.262 5.467 0.955
H -3.165 3.708 0.884
H -3.760 5.352 3.407
H -2.229 4.597 3.018
H -3.393 3.162 4.577
H -3.235 2.361 3.029
H -5.435 1.947 3.992
H -5.573 2.786 2.468
H -7.169 3.696 4.037
H -5.994 4.936 3.659
H -5.995 3.207 6.192
H -6.513 4.892 6.095
H -4.820 4.480 5.842
C -3.911 0.574 7.056
C -4.033 -0.176 5.733
C -5.423 -0.755 5.486
C -5.869 -1.800 6.511
C -4.928 -2.996 6.655
C -4.774 -3.810 5.373
H -4.083 -0.082 7.912
H -2.912 0.999 7.166
H -4.630 1.395 7.106
H -3.281 -0.967 5.690
H -3.794 0.513 4.919
H -5.449 -1.190 4.483
H -6.155 0.059 5.477
H -6.864 -2.160 6.230
H -5.987 -1.326 7.490
H -5.317 -3.648 7.443
H -3.944 -2.661 6.994
H -5.742 -4.183 5.030
H -4.123 -4.670 5.539
H -4.335 -3.218 4.569
C -0.793 -1.834 -6.461
C -0.691 -3.356 -6.423
C 0.651 -3.866 -5.904
C 1.862 -3.456 -6.743
C 1.805 -3.884 -8.209
C 1.753 -5.397 -8.400
H -0.058 -1.397 -7.141
H -1.782 -1.527 -6.807
H -0.638 -1.406 -5.468
H -0.887 -3.762 -7.421
H -1.481 -3.747 -5.776
H 0.611 -4.957 -5.825
H 0.798 -3.498 -4.886
H 2.761 -3.881 -6.285
H 1.987 -2.371 -6.697
H 2.692 -3.495 -8.717
H 0.945 -3.423 -8.703
H 2.621 -5.876 -7.941
H 1.751 -5.653 -9.461
H 0.854 -5.828 -7.957
C 1.583 1.259 -5.263
C 0.191 1.780 -5.600
C -0.050 1.956 -7.097
C 0.856 2.978 -7.786
C 0.797 4.386 -7.196
C -0.583 5.029 -7.293
H 2.366 1.956 -5.572
H 1.681 1.109 -4.187
H 1.769 0.298 -5.752
H 0.011 2.719 -5.071
H -0.544 1.070 -5.216
H -1.097 2.233 -7.255
H 0.081 0.989 -7.594
H 0.585 3.026 -8.846
H 1.892 2.627 -7.757
H 1.517 5.015 -7.729
H 1.120 4.371 -6.152
H -0.914 5.084 -8.333
H -0.565 6.044 -6.893
H -1.329 4.469 -6.728
C 1.254 -6.191 7.537
C -0.139 -5.652 7.222
C -0.374 -5.406 5.733
C 0.546 -4.362 5.098
C 0.497 -2.982 5.753
C -0.879 -2.330 5.679
H 2.033 -5.482 7.256
H 1.359 -6.387 8.606
H 1.438 -7.127 7.006
H -0.313 -4.733 7.789
H -0.883 -6.372 7.575
H -1.417 -5.110 5.585
H -0.251 -6.350 5.193
H 0.278 -4.262 4.043
H 1.578 -4.725 5.112
H 1.221 -2.336 5.250
H 0.818 -3.046 6.797
H -1.204 -2.228 4.642
H -0.858 -1.333 6.122
H -1.631 -2.912 6.217
```

HOMO level = -3.46 eV
Charge = -1
Frontier orbital gap = 0.213 Ha
DFT total energy = -2728.63197 a.u.